{"formula": "C6H14N4O", "method": "the ωB97M-V functional and the def2-TZVPD basis", "species": ["H", "N", "C", "C", "H", "H", "H", "H", "H", "H", "H", "N", "H", "C", "H", "N", "O", "C", "C", "H", "H", "N", "C", "H", "H"], "xyz": [[-2.492, -1.684, -2.603], [0.734, 2.243, 0.497], [-0.161, -0.569, 2.563], [0.928, -1.394, -0.005], [0.601, 3.095, 0.990], [-0.297, 1.506, 2.580], [-0.296, -1.674, 4.068], [-1.891, -0.845, -3.722], [-2.851, 0.128, -2.401], [0.673, -1.504, 1.031], [-0.953, 0.013, 4.400], [-0.792, 0.210, -1.025], [1.719, -0.436, -2.132], [0.343, 1.024, 0.804], [0.421, -2.192, -0.626], [-0.568, -0.757, 3.782], [-1.061, -0.716, -1.841], [-2.250, -0.694, -2.632], [0.416, -0.002, -0.383], [2.329, 0.920, -1.151], [0.941, 1.169, -2.153], [-0.117, 0.646, 2.017], [1.404, 0.545, -1.518], [2.010, -1.318, -0.139], [1.211, 2.287, -0.400]], "lowdin_charge": [0.092, 0.291, -0.153, 0.019, 0.157, 0.189, 0.120, 0.178, 0.110, 0.019, 0.166, 0.243, 0.182, -0.151, 0.135, 0.165, 0.014, 0.100, -0.421, 0.109, 0.054, 0.110, 0.039, 0.112, 0.122], "charge": 2, "e_homo_ev": [-15.948, -15.948], "homo_lumo_gap_ev": [5.577, 5.578]}

{"formula": "C2H9NOS", "method": "the ωB97M-V functional and the def2-TZVPD basis", "species": ["C", "H", "S", "H", "N", "H", "H", "C", "H", "H", "H", "H", "H", "O"], "xyz": [[-2.813, 0.329, 0.469], [0.313, 0.593, -0.025], [-3.944, 0.404, -0.932], [-2.501, 1.335, 0.752], [-0.274, 0.177, 0.660], [6.966, -1.189, -0.908], [-3.236, -0.079, 1.384], [-1.497, -0.442, 0.164], [-1.389, -0.759, -0.879], [0.150, -0.450, 1.326], [7.081, 0.186, -0.524], [-1.621, -1.409, 0.669], [-3.721, 1.671, -1.162], [6.486, -0.367, -0.994]], "lowdin_charge": [-0.578, 0.054, 0.696, 0.062, -0.010, 0.030, 0.061, -0.360, 0.089, 0.061, 0.011, 0.099, -0.175, -0.040], "charge": 0, "e_homo_ev": -8.829, "homo_lumo_gap_ev": 9.836}

{"formula": "C3H5NO2", "method": "the ωB97M-V functional and the def2-TZVPD basis", "species": ["O", "C", "H", "N", "H", "O", "C", "H", "H", "H", "C"], "xyz": [[1.246, -0.896, -0.959], [1.302, 0.329, -0.144], [-1.591, 1.287, 1.121], [-0.907, 0.556, 1.252], [1.892, 0.140, 0.772], [-0.954, -1.610, -1.320], [-0.084, -1.011, -0.720], [1.759, 1.135, -0.724], [-1.368, -0.246, 1.662], [-1.047, 0.073, -0.969], [-0.247, 0.242, 0.029]], "lowdin_charge": [0.051, -0.041, 0.075, 0.059, 0.132, 0.083, -0.546, 0.116, 0.086, 0.242, -0.257], "charge": 0, "e_homo_ev": -9.789, "homo_lumo_gap_ev": 10.395}

{"formula": "C2H3NOS2", "method": "the ωB97M-V functional and the def2-TZVPD basis", "species": ["N", "H", "S", "C", "O", "C", "S", "H", "H"], "xyz": [[-2.078, 0.455, 0.188], [2.809, -1.362, -0.630], [-2.315, -1.033, -0.238], [0.735, -0.348, -0.232], [0.350, 0.655, 0.505], [-1.028, 1.120, 0.443], [2.070, -1.206, 0.533], [0.382, -0.470, -1.320], [-0.924, 2.189, 0.752]], "lowdin_charge": [-0.522, -0.100, 0.631, -0.617, -0.159, -0.258, 0.780, 0.105, 0.139], "charge": 0, "e_homo_ev": [-8.450, -7.397], "homo_lumo_gap_ev": [8.327, 6.066]}

The energy above the lowest of the compared OMol25 structures with the same formula, charge and spin results, record by record, are as follows: 139.0, 13.6, 89.5, 91.3 kcal/mol.